Density functional theory data (ωB97M-V with the def2-TZVPD basis set) for 2 unconnected molecules or ions with the total composition C6H7F3N in a non-equilibrium geometry.

XYZ file:
```
17
Properties=species:S:1:pos:R:3:forces:R:3:lowdin_charge:R:1
C -0.40951 -0.89259 1.80987 -1.763 -1.076 -3.075 0.105
C 2.16743 0.27654 -0.25115 -2.714 0.284 0.942 0.292
C -1.09611 -1.24085 0.88130 0.766 1.527 1.405 -0.161
C -2.06484 -1.38361 -0.16726 1.056 0.074 1.981 -0.067
C 0.50909 2.15359 -0.48228 -3.245 -0.879 -0.353 0.025
C 3.05483 -0.95516 -0.09655 0.820 -1.272 1.348 -0.607
N 1.26989 1.00173 -0.17792 2.731 -1.600 -1.843 0.204
F 3.63052 -1.20327 -1.23355 0.469 0.365 -0.577 0.239
F 3.92525 -0.66460 0.87509 -0.200 0.206 -0.686 0.200
F 2.40079 -2.04798 0.27767 -0.478 1.051 -0.208 0.213
H 0.01953 -0.68294 2.68565 1.630 0.618 2.780 -0.005
H -2.05430 -0.60057 -0.82036 0.204 1.995 -2.003 0.055
H -3.00622 -1.43701 0.24597 -2.234 -0.093 1.039 0.079
H -1.87197 -2.27776 -0.58751 0.358 -2.965 -2.180 0.055
H -0.52781 1.99782 -0.06507 1.349 0.671 0.499 0.140
H 0.23474 2.31528 -1.53732 0.958 -0.767 -0.050 0.135
H 1.13471 2.92343 -0.16922 0.291 1.862 0.981 0.099
```
Forces are in eV/Å.

frontier orbital gap = 7.8 eV
charge = +1
ΔE to the lowest compared entry with this formula, charge and spin = 99.0 kJ/mol
DFT total energy = -586.7475 a.u.
LUMO = -5.8 eV

Density functional theory data (ωB97M-V with the def2-TZVPD basis set) for 2 unconnected molecules or ions with the total composition C5H5N in a non-equilibrium geometry.

XYZ file:
```
11
Properties=species:S:1:pos:R:3:forces:R:3:lowdin_charge:R:1
C 0.58841 0.44643 4.19596 2.261 0.410 0.243 -0.372
C 0.20311 -0.31132 -0.74617 -1.627 -0.946 0.463 0.099
C -0.68690 -1.09418 -0.50562 1.338 1.120 -0.931 -0.202
C -0.41667 0.02971 3.58076 -0.217 -0.216 1.326 0.201
C -1.70168 -2.02052 -0.07710 0.098 0.482 -0.317 -0.110
N 1.70291 0.70234 4.55575 0.128 0.306 0.701 0.179
H 0.81356 0.52655 -0.88758 0.678 0.382 -0.247 0.010
H -1.04636 -0.13158 2.82315 -2.157 -0.492 -2.307 -0.010
H -2.01088 -2.79364 -0.74776 0.191 -0.421 -0.587 0.077
H -2.56751 -1.48699 0.21624 -1.067 0.654 0.180 0.069
H -1.30463 -2.41226 0.80597 0.373 -1.279 1.476 0.058
```
Forces are in eV/Å.

frontier orbital gap (spin up / spin down) = 7.7 / 7.7 eV
ΔE to the lowest compared entry with this formula, charge and spin = 657.5 kJ/mol
DFT total energy = -248.0246 a.u.
LUMO (spin up / spin down) = -1.9 / -1.9 eV